A structure of composition C42H109N7O13, computed with the ωB97M-V functional and the def2-TZVPD basis.

Computed properties:
Relative energy (zero: lowest compared OMol25 entry of this formula, charge and spin) (kcal/mol): 1280.7
HOMO energy (eV): -6.2
LUMO energy (eV): 0.31
Net charge: 0

Structure (XYZ):
```
171
Properties=species:S:1:pos:R:3:forces:R:3
C -2.6203 -4.0596 2.1634 -0.3 -1.2 -1.0
C -2.0702 -4.7335 0.8244 -0.6 -0.3 4.2
C -2.5936 -6.1318 0.5090 -0.6 -0.8 1.6
O -2.5536 -3.9954 -0.2060 -2.9 -8.4 12.0
H -3.5654 -3.5700 1.9286 0.0 0.1 -0.3
H -1.9560 -3.2772 2.5303 0.1 -0.3 0.4
H -2.9233 -4.8249 2.8779 0.6 0.1 0.5
H -0.9821 -4.6693 0.8358 -1.2 -0.5 0.8
H -2.1777 -6.4154 -0.4577 -1.9 -1.0 2.7
H -3.6752 -6.0050 0.4605 -0.2 -0.4 -0.2
H -2.3281 -6.9794 1.1408 -0.2 0.5 0.7
H -2.0236 -3.1990 -0.2866 -1.6 -0.5 2.9
C 3.7274 -0.8635 2.5815 -1.2 0.3 -0.4
C 2.2567 -0.9961 2.0554 1.6 -1.0 2.1
C 1.5087 0.2902 2.1187 3.0 -2.8 6.4
O 2.2774 -1.3956 0.7320 -0.4 -2.4 0.5
H 4.2237 -0.2125 1.8618 0.5 0.3 0.3
H 4.2529 -1.8168 2.6377 -0.1 0.0 -0.1
H 3.6375 -0.4208 3.5735 0.5 0.1 0.0
H 1.9303 -1.8330 2.6728 -1.1 -0.1 0.0
H 2.0368 0.9038 1.3889 0.8 -1.5 4.2
H 1.6986 0.7198 3.1023 -0.5 0.1 0.6
H 0.4466 0.1239 1.9385 3.2 -1.6 2.8
H 2.9604 -0.8266 0.3696 -1.3 0.1 0.9
C 0.1331 -3.8099 -0.4020 1.7 3.8 1.5
O -1.0068 -2.9216 -0.5657 11.9 6.5 0.1
C -0.8742 -1.7003 0.2023 1.1 0.9 1.4
C -2.0454 -0.7038 0.1938 -1.1 -1.1 -1.0
N -1.7979 0.6572 0.5670 1.7 -0.2 1.7
C -1.4859 0.7611 1.9788 2.1 1.6 -0.3
C -1.5633 2.2010 2.6097 0.6 0.3 -1.5
O -0.4108 3.0843 2.2200 -1.7 -0.3 -1.4
C -0.6042 4.3659 2.9664 -11.0 -9.3 -9.8
H 0.0238 -4.8572 -0.6835 -0.2 3.4 2.6
H 0.4669 -3.7216 0.6319 -0.4 1.6 -0.5
H 0.9705 -3.4724 -1.0127 -1.7 -0.1 2.0
H 0.0266 -1.1585 -0.0859 0.1 -0.4 -0.1
H -0.7888 -2.0875 1.2176 0.6 0.3 0.3
H -2.8787 -1.0474 0.8066 -0.2 -0.8 0.1
H -2.3873 -0.6668 -0.8406 0.3 -1.2 1.0
H -2.5981 1.2491 0.3955 0.6 -1.7 0.3
H -0.4206 0.6670 1.7679 -2.6 0.7 2.6
H -1.8455 -0.0772 2.5756 -0.3 0.2 0.4
H -1.6296 2.3084 3.6924 0.1 -0.8 0.3
H -2.4425 2.7125 2.2180 1.0 -0.7 0.0
H -0.1568 5.2465 2.5055 0.0 -0.8 -1.6
H -0.2500 4.1936 3.9827 -7.0 -12.1 -2.0
H -1.6521 4.6617 3.0159 -1.6 0.0 -0.3
C 0.9151 1.2536 0.4093 -2.8 3.7 -3.8
O 2.2030 0.7831 0.0221 0.0 3.9 -4.3
C 3.1852 1.8113 -0.3244 -0.8 -0.4 -1.2
C 3.1096 2.3131 -1.8155 -0.3 -0.1 0.5
N 1.9898 3.2057 -2.1678 0.2 -0.6 -0.2
C 2.3702 4.2098 -3.1374 0.7 0.1 0.3
C 3.4329 5.2207 -2.5983 -1.4 0.9 -1.3
O 2.6663 6.3593 -2.2416 0.6 1.4 1.2
C 3.4429 7.5599 -1.8794 -1.2 -0.9 -0.4
H 0.3819 1.9068 -0.2814 0.4 -0.5 -1.5
H 0.9312 1.9257 1.2673 -0.1 0.4 -0.7
H 0.2619 0.4629 0.7783 1.1 1.2 -4.1
H 4.0892 1.2438 -0.1032 0.3 0.5 -0.4
H 3.1861 2.6847 0.3278 -0.5 0.0 0.4
H 3.1124 1.4740 -2.5112 -0.4 0.1 0.1
H 4.0707 2.7604 -2.0692 0.3 0.5 0.4
H 1.4755 3.6101 -1.3983 0.3 -0.1 0.2
H 1.5028 4.7281 -3.5463 -0.2 0.5 0.8
H 2.6932 3.7914 -4.0907 0.7 -0.8 0.3
H 4.0444 5.5256 -3.4475 0.6 -0.2 0.0
H 4.0436 4.9209 -1.7466 0.0 -0.5 -0.1
H 3.1098 8.2985 -2.6085 0.7 0.2 -0.1
H 4.5197 7.3992 -1.8269 0.0 -0.1 -0.5
H 3.1628 7.9570 -0.9037 -0.3 -0.4 0.2
C -3.8390 2.8688 -5.4145 0.6 -0.6 -0.6
O -4.1748 1.5716 -4.9231 -1.9 1.3 -1.0
C -3.1610 0.7273 -4.4489 -0.2 1.7 0.9
C -3.7655 -0.6608 -4.1689 2.2 -0.2 -1.8
N -2.8777 -1.4699 -3.2996 -1.8 -0.4 0.0
C -3.7248 -2.5173 -2.7071 0.7 -0.3 0.9
C -2.9013 -3.4805 -1.8994 -4.0 3.0 -6.4
O -2.4884 -4.4960 -2.7511 0.8 -2.1 -1.7
C -2.2118 -5.7311 -2.0634 -5.7 3.3 -1.9
H -3.3771 3.6063 -4.7582 0.1 -0.4 1.0
H -4.7036 3.3857 -5.8310 -0.3 -0.6 0.1
H -3.1150 2.7667 -6.2229 0.1 -0.1 -0.3
H -2.8846 1.2729 -3.5467 1.2 -1.0 -0.7
H -2.3085 0.8059 -5.1235 0.2 -0.9 -0.3
H -3.8252 -1.0844 -5.1714 -0.2 -0.5 -0.2
H -4.7956 -0.7238 -3.8182 0.2 0.8 0.4
H -2.1721 -2.0568 -3.7213 0.3 0.7 -1.0
H -4.3130 -3.1362 -3.3846 -0.1 0.2 -0.7
H -4.4424 -2.0941 -2.0042 -0.1 0.5 0.0
H -3.4542 -3.8707 -1.0450 -3.6 0.5 -3.7
H -2.0188 -3.1275 -1.3659 -2.6 1.7 -6.8
H -3.2124 -6.0812 -1.8100 -0.2 -0.6 -0.1
H -1.6973 -5.5545 -1.1188 -2.1 1.7 -2.7
H -1.6623 -6.4692 -2.6477 -1.7 1.0 -1.3
C 7.2438 -1.2607 -1.8321 -1.3 -1.4 0.7
O 5.8243 -1.4536 -1.5197 1.4 1.0 -1.0
C 4.9911 -0.3806 -1.9601 -0.2 -0.6 0.7
C 3.5689 -0.8051 -1.5693 2.2 0.9 -1.6
N 3.3022 -1.9452 -2.4348 -0.7 1.5 -0.3
C 2.1753 -2.6598 -1.8950 1.7 -1.6 -1.0
C 1.7888 -3.8320 -2.8042 -0.9 0.8 0.1
O 0.4100 -4.2148 -2.5597 2.7 1.7 -3.7
C 0.0243 -5.0404 -3.5959 -1.9 -1.0 -0.4
H 7.6430 -2.1717 -1.3862 0.5 0.3 0.0
H 7.6791 -0.3783 -1.3630 -0.2 0.1 0.0
H 7.4742 -1.3050 -2.8966 -0.3 0.3 -0.2
H 4.9672 -0.2430 -3.0412 0.4 -0.2 -0.3
H 5.3590 0.5536 -1.5357 -0.1 0.1 0.3
H 2.9815 0.0911 -1.7692 -0.5 -1.5 0.0
H 3.5193 -1.0567 -0.5099 1.7 -0.4 -2.3
H 4.1696 -2.4625 -2.4442 -0.2 -0.6 0.1
H 1.2910 -2.0404 -1.7447 0.5 0.5 0.0
H 2.5519 -3.1491 -0.9967 -0.5 0.6 0.7
H 2.3990 -4.7091 -2.5886 0.3 -0.1 -0.4
H 1.8207 -3.5104 -3.8452 0.4 -0.1 -0.1
H -0.0763 -4.6292 -4.6003 0.4 0.5 0.0
H -0.9756 -5.2089 -3.1961 1.0 -0.2 -2.3
H 0.5764 -5.9799 -3.6235 0.4 0.0 -0.2
C -4.4891 3.2790 2.1185 0.5 -0.1 -0.6
C -4.4434 3.5633 0.5942 -0.4 -0.3 1.0
C -3.3795 2.8240 -0.2519 -0.9 -0.5 -0.1
O -3.7075 1.3943 -0.3360 -3.1 1.3 -2.7
C -3.2346 0.7428 -1.5909 -1.8 3.0 -0.5
N -5.8111 3.4247 0.1076 0.6 0.3 -0.4
H -4.6371 2.2340 2.3908 -0.1 -0.3 -0.4
H -5.3178 3.8143 2.5821 0.3 0.4 -0.1
H -3.4936 3.4972 2.5050 -1.2 1.0 0.6
H -4.2081 4.6205 0.4716 0.2 0.2 0.1
H -2.3597 2.9112 0.1229 0.1 0.2 0.4
H -3.3103 3.3070 -1.2266 -0.4 -0.3 -0.4
H -2.1485 0.6523 -1.5771 -0.3 0.9 -0.6
H -3.6413 1.3838 -2.3731 0.3 0.6 0.8
H -3.6800 -0.1851 -1.9496 -0.2 0.0 1.7
H -6.1353 2.4824 0.2723 0.0 -0.2 -0.2
H -5.7142 3.5743 -0.8865 -0.7 -0.2 -0.4
C 0.0808 -6.6263 3.1350 -1.0 -0.1 0.0
C 1.2032 -6.6921 2.1112 -0.5 0.0 0.6
C 0.8965 -5.9125 0.8183 -0.3 -1.2 1.4
O -0.2787 -6.5153 0.1543 4.5 -0.2 -0.2
C -0.2387 -6.3054 -1.2482 2.1 -5.2 0.2
N 2.4428 -6.2280 2.7335 0.6 0.0 -0.7
H 0.0843 -5.7699 3.8093 0.0 0.6 -0.5
H 0.1191 -7.4440 3.8547 0.2 -0.4 -0.3
H -0.8618 -6.7001 2.5927 -0.3 0.1 0.4
H 1.2189 -7.7583 1.8849 0.7 0.0 -0.4
H 1.7714 -5.8110 0.1762 0.2 -0.7 -0.3
H 0.6310 -4.8727 1.0092 0.7 -2.0 1.5
H -1.0949 -6.8755 -1.6087 2.5 -1.3 1.5
H 0.5235 -6.7141 -1.9116 1.6 -0.5 1.1
H -0.2998 -5.2494 -1.5112 -0.3 -3.1 -1.9
H 2.5502 -6.6333 3.6524 0.0 -0.4 0.0
H 2.3485 -5.2429 2.9352 0.0 0.3 -0.2
C 0.7571 9.1332 6.0830 -1.0 0.0 -0.2
C 1.1498 7.8360 5.4452 -2.6 -0.3 -1.5
C 0.3428 7.5415 4.1080 -0.1 0.4 1.2
O 0.7769 6.3413 3.5097 1.6 0.4 0.2
C 0.3748 5.1185 4.1163 10.9 12.0 7.9
N 2.5409 7.9760 5.2256 1.8 -1.0 -0.4
H 0.9604 9.8638 5.3000 0.3 0.5 0.6
H 1.3586 9.2090 6.9889 0.0 0.6 -0.2
H -0.3024 9.2118 6.3267 -0.1 -0.1 0.2
H 0.8473 6.9849 6.0554 0.3 -0.2 0.4
H 0.3254 8.3513 3.3786 1.0 0.0 -0.2
H -0.7322 7.4486 4.2621 -0.3 -0.1 0.9
H 0.5708 4.2285 3.5183 8.8 1.4 1.1
H -0.6895 4.9083 4.2214 -1.9 7.5 4.0
H 0.7257 4.9569 5.1356 0.8 0.1 1.5
H 2.8407 7.5270 4.3721 -0.1 -0.1 -0.4
H 3.0148 7.4332 5.9334 0.4 0.2 0.3
```
Forces are in eV/Å.

These are the Löwdin partial charges, in e, on atoms 1 to 99:
1 C 0.01
2 C -0.39
3 C -0.04
4 O -0.18
5 H 0.07
6 H 0.06
7 H 0.07
8 H 0.09
9 H 0.02
10 H 0.11
11 H 0.09
12 H -0.15
13 C -0.02
14 C -0.43
15 C -0.12
16 O -0.08
17 H 0.07
18 H 0.08
19 H 0.08
20 H 0.13
21 H 0.02
22 H 0.12
23 H 0.02
24 H 0.01
25 C -0.08
26 O -0.11
27 C -0.04
28 C -0.17
29 N -0.09
30 C -0.14
31 C -0.09
32 O -0.15
33 C -0.26
34 H 0.02
35 H 0.10
36 H 0.05
37 H 0.13
38 H 0.13
39 H 0.14
40 H 0.07
41 H -0.03
42 H 0.01
43 H 0.14
44 H 0.13
45 H 0.03
46 H 0.16
47 H -0.03
48 H 0.13
49 C -0.19
50 O -0.26
51 C -0.09
52 C -0.18
53 N -0.05
54 C -0.20
55 C -0.22
56 O -0.22
57 C -0.07
58 H 0.11
59 H 0.09
60 H 0.03
61 H 0.11
62 H 0.14
63 H 0.10
64 H 0.11
65 H 0.10
66 H 0.12
67 H 0.11
68 H 0.11
69 H 0.11
70 H 0.08
71 H 0.08
72 H 0.07
73 C -0.10
74 O -0.20
75 C -0.24
76 C -0.17
77 N -0.06
78 C -0.18
79 C -0.28
80 O -0.11
81 C -0.18
82 H 0.08
83 H 0.08
84 H 0.08
85 H 0.06
86 H 0.13
87 H 0.12
88 H 0.13
89 H 0.12
90 H 0.12
91 H 0.11
92 H 0.08
93 H 0.04
94 H 0.14
95 H 0.03
96 H 0.11
97 C -0.07
98 O -0.20
99 C -0.21